Here is 2 unconnected molecules or ions with the total composition C6H12O in a non-equilibrium geometry from OMol25. Energies are from ωB97M-V/def2-TZVPD.

electronic energy	-8460.9384	eV
max |F|	4.60	eV/A
HOMO	-8.27	eV
total charge	0
relative energy (zero: lowest compared OMol25 entry of this formula, charge and spin)	3.416	eV
SMILES	C=CC(=C)CC.O
LUMO	0.3	eV

Atoms and positions in Å:
C 1.4476 -2.3781 0.1957
C 0.9920 -0.9939 -0.2906
C -0.1842 -0.6000 0.6211
C -0.0847 0.6711 1.2265
C -2.5761 -0.9717 0.9469
C -1.3610 -1.4430 0.5851
H 1.8105 -2.2060 1.2220
H 0.6136 -2.9991 0.5183
H 1.9915 -2.9806 -0.5689
H 1.8729 -0.1598 -0.3096
H 0.7887 -1.0623 -1.3366
H -0.9308 1.3364 1.4066
H 0.9091 0.8504 1.4411
H -3.3902 -1.5534 0.6252
H -2.7146 -0.1533 1.7014
H -1.3268 -2.3063 -0.1608
H 1.2605 3.7422 -2.1332
H 0.7780 4.5548 -3.2824
O 1.1170 4.6539 -2.3540